Entry 1:
Entry from the Open Molecules 2025 dataset: a cluster of 2 separate species, C13H9BFIN2O11S in total in a non-equilibrium geometry (wB97M-V/def2-TZVPD).

Element x y z (Å)
N (3.244, -2.593, 0.461)
C (2.377, -2.988, 1.532)
O (2.710, -3.109, 2.698)
C (0.853, -3.233, 1.173)
C (0.094, -1.840, 0.859)
C (0.825, -0.661, 1.580)
C (0.715, -0.508, 3.057)
I (-0.484, -1.827, 4.286)
N (1.353, 0.502, 3.750)
C (2.152, 1.462, 3.115)
S (2.901, 2.753, 4.155)
C (2.310, 1.380, 1.664)
F (3.096, 2.301, 1.052)
C (1.642, 0.329, 0.836)
C (1.829, 0.351, -0.715)
O (2.412, -0.454, -1.368)
O (1.251, 1.439, -1.400)
H (3.922, -1.885, 0.741)
H (3.672, -3.384, -0.019)
H (0.366, -3.643, 2.104)
H (0.723, -3.968, 0.334)
H (-0.908, -1.942, 1.369)
H (-0.025, -1.640, -0.232)
H (1.242, 0.608, 4.764)
H (4.035, 2.235, 4.733)
H (0.504, 1.752, -0.840)
B (-3.295, 1.426, -3.057)
O (-3.111, 2.728, -3.720)
C (-4.324, 3.241, -3.940)
O (-4.531, 4.298, -4.466)
C (-5.353, 2.296, -3.429)
O (-6.541, 2.453, -3.469)
O (-4.746, 1.227, -2.909)
O (-2.688, 0.337, -3.850)
C (-1.773, -0.245, -3.088)
O (-1.086, -1.173, -3.424)
C (-1.736, 0.430, -1.762)
O (-1.008, 0.141, -0.836)
O (-2.619, 1.405, -1.736)

Cartesian forces (eV/Å) of the 2 atoms listed first:
-0.71 -0.06 0.85
-0.73 -0.93 0.18

LUMO level ... -3.23 eV
Multiplicity ... 1
Orbital gap ... 0.2159 hartree

---

Entry 2:
Entry from the Open Molecules 2025 dataset: the ion C13H9Cl2O3S with charge -1 in a non-equilibrium geometry (wB97M-V/def2-TZVPD).

Element x y z (Å)
C (-2.071, 7.201, -3.817)
O (-2.131, 7.069, -2.341)
C (-1.056, 6.654, -1.621)
C (-1.233, 6.454, -0.230)
C (-0.315, 5.701, 0.479)
C (0.783, 5.119, -0.184)
S (1.771, 3.916, 0.616)
C (0.974, 2.246, 0.093)
C (0.522, 1.682, 1.458)
O (-0.314, 2.297, 2.097)
C (1.192, 0.430, 1.922)
Cl (0.693, -0.172, 3.446)
C (2.080, -0.243, 1.150)
C (2.500, 0.198, -0.206)
O (3.289, -0.477, -0.858)
C (1.944, 1.464, -0.659)
Cl (2.466, 2.003, -2.171)
C (1.068, 5.502, -1.507)
C (0.165, 6.282, -2.227)
H (-3.078, 7.553, -4.076)
H (-1.327, 7.950, -4.133)
H (-1.879, 6.242, -4.321)
H (-2.126, 6.819, 0.257)
H (-0.415, 5.468, 1.533)
H (0.077, 2.564, -0.531)
H (2.525, -1.158, 1.549)
H (1.977, 5.127, -1.970)
H (0.336, 6.512, -3.278)

Cartesian forces (eV/Å) of the 2 atoms listed first:
-0.04 0.00 1.46
-0.36 0.74 -1.46

LUMO level ... 2.58 eV
Relative energy (zero: lowest compared OMol25 entry of this formula, charge and spin) ... 2.6 kJ/mol
Multiplicity ... 1
Orbital gap ... 0.2078 hartree
SMILES ... COc1ccc(S[C@@H]2C(=O)C(Cl)=CC([O-])=C2Cl)cc1
Total charge ... -1

---

Entry 3:
Entry from the Open Molecules 2025 dataset: the molecule C13H9F13N4O in a non-equilibrium geometry (wB97M-V/def2-TZVPD).

Element x y z (Å)
C (1.066, 4.084, 3.352)
C (1.682, 2.904, 3.998)
N (2.392, 2.989, 5.103)
N (2.795, 1.752, 5.408)
C (3.599, 1.522, 6.572)
C (2.360, 0.853, 4.518)
C (1.621, 1.547, 3.564)
C (0.967, 0.989, 2.425)
N (0.318, 1.747, 1.625)
N (-0.324, 1.264, 0.524)
C (-0.424, 0.006, 0.067)
O (0.028, -1.011, 0.530)
C (-1.302, -0.021, -1.240)
F (-0.937, 0.975, -2.085)
F (-2.594, 0.225, -0.916)
C (-1.213, -1.382, -1.980)
F (-1.789, -2.335, -1.233)
F (0.077, -1.720, -2.153)
C (-1.878, -1.343, -3.395)
F (-3.026, -0.649, -3.369)
F (-1.048, -0.705, -4.240)
C (-2.189, -2.774, -3.941)
F (-3.260, -3.256, -3.295)
F (-1.166, -3.606, -3.678)
C (-2.483, -2.788, -5.480)
F (-2.899, -1.583, -5.901)
F (-3.481, -3.651, -5.726)
C (-1.250, -3.226, -6.334)
F (-1.036, -4.528, -6.206)
F (-1.476, -2.969, -7.615)
F (-0.145, -2.582, -5.973)
H (1.443, 4.189, 2.338)
H (-0.012, 3.949, 3.289)
H (1.294, 4.977, 3.927)
H (4.574, 1.119, 6.294)
H (3.732, 2.479, 7.073)
H (3.105, 0.823, 7.249)
H (2.586, -0.191, 4.600)
H (1.063, -0.087, 2.298)
H (-0.772, 2.014, 0.009)

Cartesian forces (eV/Å) of the 2 atoms listed first:
0.04 0.13 0.09
0.06 -0.62 -0.06

LUMO level ... 0.48 eV
Multiplicity ... 1
Orbital gap ... 0.3374 hartree
SMILES ... Cc1nn(C)cc1/C=N/NC(=O)C(F)(F)C(F)(F)C(F)(F)C(F)(F)C(F)(F)C(F)(F)F

---

no.,E_HOMO (eV)
1,-9.11
2,-3.08
3,-8.70